[1]
This record from OMol25 describes a cluster of 8 separate species, C6H28NO7 in total at a distorted geometry. The level of theory is the ωB97M-V functional and the def2-TZVPD basis.

ORCA input file:
```
! wB97M-V def2-TZVPD RIJCOSX def2/J DEFGRID3
* xyz 1 1
C -0.145 -0.202 -0.768
C 0.520 -0.677 0.523
C 1.576 0.095 1.129
C 1.323 1.618 1.660
C 0.176 1.824 2.542
C -0.862 2.491 2.118
N 0.791 -0.193 -2.003
H -1.009 -0.724 -1.006
H -0.352 0.927 -0.476
H 0.841 -1.722 0.460
H -0.412 -0.542 1.360
H 2.368 0.083 0.296
H 2.004 -0.481 2.040
H 2.228 2.183 2.200
H 1.167 2.231 0.709
H 0.327 1.221 3.415
H -1.726 2.744 2.703
H -0.678 3.006 1.147
H 0.757 -1.078 -2.240
H 1.789 0.030 -1.628
H 0.560 0.493 -2.790
H -2.652 -0.296 1.516
H -3.799 -0.991 0.964
O -3.477 -0.044 1.063
H -0.042 -2.868 -3.855
H -0.864 -1.623 -4.337
O -0.351 -2.061 -3.641
H 2.431 -0.770 -4.645
H 3.290 0.125 -3.728
O 2.489 0.007 -4.101
H 4.524 2.069 -1.061
H 3.254 2.213 -0.383
O 3.785 1.512 -0.559
H -3.166 1.164 -1.712
H -3.054 0.589 -0.342
O -2.465 1.190 -1.011
H -1.977 -1.011 4.137
H -1.078 -2.130 4.446
O -1.311 -1.548 3.667
H -1.558 -2.645 0.901
H -2.754 -3.582 0.653
O -2.468 -2.626 0.635
*
```

Computed properties:
frontier orbital gap: 9.542 eV
max |F|: 7.73 eV Å⁻¹
relative energy (zero: lowest compared OMol25 entry of this formula, charge and spin): 516.8 kJ/mol

[2]
This record from OMol25 describes a cluster of 8 separate species, C6H28O7 in total at a distorted geometry. The level of theory is the ωB97M-V functional and the def2-TZVPD basis.

ORCA input file:
```
! wB97M-V def2-TZVPD RIJCOSX def2/J DEFGRID3
* xyz 0 1
C 0.169 0.158 -4.123
C -1.145 -0.518 -3.732
C -2.109 0.530 -3.063
C -2.235 0.701 -1.509
C -3.659 0.968 -1.000
C -1.375 -0.226 -0.625
H 0.954 -0.536 -4.397
H 0.221 0.967 -4.881
H 0.476 0.761 -3.277
H -0.986 -1.277 -2.997
H -1.734 -1.024 -4.531
H -3.028 0.452 -3.709
H -1.957 1.465 -3.620
H -1.667 1.634 -1.355
H -4.329 1.237 -1.803
H -3.658 1.687 -0.159
H -3.943 0.028 -0.515
H -0.610 0.304 -0.070
H -1.956 -0.481 0.255
H -1.033 -1.099 -1.167
O -1.251 -0.200 2.886
H -1.118 -1.175 2.728
H -2.099 0.160 2.649
O 0.267 1.822 2.654
H -0.175 0.917 2.549
H 0.536 1.697 3.576
O 2.457 0.321 1.377
H 1.544 0.055 1.567
H 2.390 1.323 1.316
O -0.796 -2.758 2.489
H -0.056 -2.886 1.878
H -0.395 -2.774 3.364
O 2.303 -2.344 1.422
H 3.066 -2.145 1.976
H 2.362 -1.618 0.766
O 3.222 -1.275 -0.996
H 3.768 -0.720 -0.433
H 2.354 -0.873 -0.996
O 2.396 2.940 1.482
H 3.344 3.039 1.663
H 1.899 3.102 2.285
*
```

Computed properties:
frontier orbital gap: 10.330 eV
SMILES: CCCC(C)C.O.O.O.O.O.O.O
max |F|: 2.69 eV Å⁻¹
relative energy (zero: lowest compared OMol25 entry of this formula, charge and spin): 0.0 kJ/mol

[3]
This record from OMol25 describes a cluster of 8 separate species, C6H28O8 in total at a distorted geometry. The level of theory is the ωB97M-V functional and the def2-TZVPD basis.

ORCA input file:
```
! wB97M-V def2-TZVPD RIJCOSX def2/J DEFGRID3
* xyz 0 1
C 4.680 0.099 -1.190
C 4.427 -1.383 -0.762
C 5.261 -1.718 0.452
O 3.066 -1.469 -0.388
H 4.210 0.306 -2.151
H 5.722 0.252 -1.469
H 4.307 0.807 -0.449
H 4.651 -2.063 -1.585
H 5.164 -2.707 0.899
H 4.944 -1.051 1.254
H 6.328 -1.495 0.411
H 2.590 -2.196 -0.797
C 0.435 -0.716 4.282
C -0.229 0.533 3.738
C -0.579 1.481 4.905
O 0.688 1.178 2.921
H 1.335 -0.428 4.824
H 0.807 -1.459 3.577
H -0.240 -1.259 4.944
H -1.119 0.390 3.126
H -0.895 2.442 4.499
H 0.333 1.793 5.415
H -1.372 1.033 5.505
H 1.210 0.480 2.518
O -4.617 -1.753 -6.614
H -4.248 -0.997 -6.157
H -5.378 -2.002 -6.089
O -1.489 4.708 -2.850
H -0.708 5.261 -2.828
H -1.152 3.820 -2.963
O -4.880 4.378 0.289
H -4.034 4.297 -0.151
H -5.492 4.614 -0.408
O -0.800 0.573 -2.788
H -1.716 0.515 -2.516
H -0.311 0.166 -2.073
O -4.767 -1.177 -2.052
H -4.916 -1.143 -1.107
H -5.563 -1.572 -2.407
O -1.628 -4.170 -1.551
H -2.429 -3.655 -1.451
H -1.593 -4.714 -0.764
*
```

Computed properties:
frontier orbital gap: 10.084 eV
SMILES: CC(C)O.CC(C)O.O.O.O.O.O.O
max |F|: 1.61 eV Å⁻¹
relative energy (zero: lowest compared OMol25 entry of this formula, charge and spin): 228.3 kJ/mol

[4]
This record from OMol25 describes a structure of composition C6H28O8 at a distorted geometry. The level of theory is the ωB97M-V functional and the def2-TZVPD basis.

ORCA input file:
```
! wB97M-V def2-TZVPD RIJCOSX def2/J DEFGRID3
* xyz 0 1
O 2.491 -1.580 -1.657
H 2.432 -2.417 -2.117
H 1.589 -1.380 -1.407
O 2.510 -0.421 -0.105
H 2.670 -1.122 -0.737
H 3.373 -0.221 0.256
O -2.114 -2.989 -1.100
H -1.731 -3.599 -1.730
H -1.500 -2.255 -1.073
O -2.963 -0.171 -2.168
H -2.535 0.536 -2.652
H -3.239 0.234 -1.346
O -0.533 -0.839 -3.867
H 0.056 -0.982 -4.608
H -0.343 0.054 -3.578
C 0.036 0.029 -0.232
C -0.657 -1.130 -0.903
O 0.159 -1.686 -1.856
H -0.753 0.499 0.356
H 0.423 0.725 -0.976
H 0.862 -0.326 0.384
H -1.586 -0.801 -1.369
H -0.947 -1.834 -0.124
H 0.054 -1.261 -2.711
C 1.765 0.792 1.765
C 1.978 2.291 1.892
O 3.148 2.670 1.213
H 1.364 0.494 0.796
H 1.089 0.497 2.567
H 2.709 0.317 2.029
H 1.989 2.692 2.905
H 1.195 2.855 1.385
H 2.930 2.814 0.289
C -1.874 1.718 1.869
C -1.469 0.356 2.356
O -2.551 -0.424 2.682
H -2.712 2.106 2.448
H -2.117 1.573 0.816
H -1.028 2.405 1.895
H -0.767 0.438 3.187
H -0.893 -0.159 1.587
H -2.508 -0.494 3.638
*
```

Computed properties:
frontier orbital gap: 8.918 eV
max |F|: 11.09 eV Å⁻¹
relative energy (zero: lowest compared OMol25 entry of this formula, charge and spin): 1124.9 kJ/mol

[5]
This record from OMol25 describes a cluster of 8 separate species, C6H28O8 in total at a distorted geometry. The level of theory is the ωB97M-V functional and the def2-TZVPD basis.

ORCA input file:
```
! wB97M-V def2-TZVPD RIJCOSX def2/J DEFGRID3
* xyz 0 1
C 11.937 -5.719 9.846
O 10.908 -5.959 8.907
H 11.683 -5.355 10.858
H 12.503 -6.690 9.873
H 12.676 -4.970 9.448
H 10.348 -5.191 8.572
C 8.985 -3.388 7.194
O 9.341 -4.716 7.173
H 9.665 -2.718 6.663
H 7.997 -3.276 6.738
H 8.985 -3.014 8.282
H 9.342 -5.102 6.276
C 8.894 -9.056 8.947
O 8.599 -8.023 7.928
H 8.607 -8.623 9.901
H 8.273 -9.979 8.763
H 9.929 -9.274 8.922
H 9.311 -7.370 7.958
C 10.234 -9.773 5.494
O 10.289 -8.386 5.341
H 9.599 -10.075 4.675
H 11.175 -10.327 5.339
H 9.705 -10.077 6.379
H 10.828 -7.998 6.050
C 9.092 -4.852 12.911
O 8.956 -5.072 11.506
H 10.007 -5.365 13.253
H 9.285 -3.797 13.143
H 8.141 -5.112 13.346
H 8.469 -4.350 11.031
C 13.739 -6.396 6.354
O 12.521 -6.997 6.875
H 13.893 -5.367 6.563
H 14.618 -6.984 6.642
H 13.625 -6.501 5.264
H 11.891 -6.450 7.296
O 7.067 -7.808 5.645
H 7.636 -8.019 6.417
H 6.177 -7.964 5.931
O 8.692 -5.694 4.858
H 7.976 -6.295 5.197
H 9.339 -6.322 4.621
*
```

Computed properties:
frontier orbital gap: 10.594 eV
SMILES: CO.CO.CO.CO.CO.CO.O.O
max |F|: 2.54 eV Å⁻¹
relative energy (zero: lowest compared OMol25 entry of this formula, charge and spin): 382.3 kJ/mol

[6]
This record from OMol25 describes a cluster of 7 separate species, C6H29N2O6 in total at a distorted geometry. The level of theory is the ωB97M-V functional and the def2-TZVPD basis.

ORCA input file:
```
! wB97M-V def2-TZVPD RIJCOSX def2/J DEFGRID3
* xyz 1 1
C -2.578 -0.648 -2.729
C -1.332 -0.216 -2.002
C -0.578 -1.533 -1.453
C -1.249 -2.328 -0.322
C -1.706 -1.600 0.938
N -0.701 -0.896 1.809
C 0.169 -1.782 2.635
N -0.376 0.638 -2.707
H -2.460 -0.784 -3.792
H -3.474 0.000 -2.594
H -3.114 -1.549 -2.388
H -1.654 0.221 -1.044
H -0.375 -2.214 -2.293
H 0.407 -1.190 -1.204
H -0.578 -3.169 -0.038
H -2.130 -2.867 -0.685
H -2.519 -0.928 0.654
H -2.239 -2.214 1.678
H -1.080 -0.191 2.436
H 0.754 -2.351 1.947
H -0.581 -2.371 3.231
H 0.867 -1.193 3.200
H -0.252 -0.292 1.106
H -0.709 1.588 -2.727
H -0.091 0.306 -3.620
H 2.893 -1.017 0.258
H 3.393 -1.484 1.508
O 2.526 -1.240 1.134
H 0.829 3.852 -1.165
H 0.860 3.332 -2.591
O 0.344 3.278 -1.774
H 1.445 0.870 1.875
H 1.298 1.317 3.312
O 0.780 0.977 2.568
H 1.995 1.281 -1.497
H 0.933 0.536 -0.828
O 1.873 0.438 -1.037
H 3.229 2.690 0.986
H 2.521 1.309 0.458
O 3.166 1.734 1.047
H -2.196 1.798 0.407
H -1.356 2.094 1.735
O -1.857 1.445 1.233
*
```

Computed properties:
frontier orbital gap: 9.627 eV
max |F|: 2.76 eV Å⁻¹
relative energy (zero: lowest compared OMol25 entry of this formula, charge and spin): 225.3 kJ/mol

[7]
This record from OMol25 describes a cluster of 8 separate species, C6H29NO7 in total at a distorted geometry. The level of theory is the ωB97M-V functional and the def2-TZVPD basis.

ORCA input file:
```
! wB97M-V def2-TZVPD RIJCOSX def2/J DEFGRID3
* xyz 0 1
C -0.834 -2.513 0.268
C 0.483 -2.575 -0.529
C 0.826 -1.333 -1.374
C -0.163 -0.622 -2.331
C 0.530 0.639 -2.908
N -1.471 -0.364 -1.794
C -2.494 -0.026 -2.797
H -1.703 -2.313 -0.350
H -0.742 -1.742 1.036
H -1.034 -3.455 0.792
H 0.545 -3.551 -1.026
H 1.243 -2.655 0.261
H 1.649 -1.764 -1.960
H 1.231 -0.614 -0.659
H -0.207 -1.426 -3.081
H 1.071 1.152 -2.122
H -0.162 1.346 -3.354
H 1.241 0.346 -3.689
H -1.466 0.311 -1.043
H -3.009 0.898 -2.582
H -3.061 -0.946 -2.984
H -1.976 0.076 -3.760
O 1.164 -1.085 3.176
H 1.423 -0.253 3.602
H 1.864 -1.559 2.732
O 2.739 2.356 0.839
H 3.316 2.234 0.078
H 1.869 2.514 0.474
O -3.206 3.032 0.544
H -3.546 2.154 0.349
H -2.417 2.876 1.078
O 3.129 0.541 -1.338
H 3.689 0.187 -2.041
H 3.465 -0.017 -0.623
O 1.375 1.694 3.473
H 1.061 1.476 2.582
H 0.734 2.404 3.577
O -0.957 1.910 2.438
H -1.304 2.221 3.290
H -1.142 0.937 2.685
O -1.406 -0.630 2.708
H -1.793 -0.739 3.584
H -0.551 -1.122 2.779
*
```

Computed properties:
frontier orbital gap: 8.434 eV
SMILES: CCC[C@H](C)NC.O.O.O.O.O.O.O
max |F|: 2.21 eV Å⁻¹
relative energy (zero: lowest compared OMol25 entry of this formula, charge and spin): 112.8 kJ/mol

[8]
This record from OMol25 describes the molecule C6H2N2O8 at a distorted geometry. The level of theory is the ωB97M-V functional and the def2-TZVPD basis.

ORCA input file:
```
! wB97M-V def2-TZVPD RIJCOSX def2/J DEFGRID3
* xyz 0 1
O 1.127 -2.446 -0.528
C 0.534 -1.426 -0.246
C 0.852 -0.648 0.986
O 1.745 -1.146 1.909
C 0.368 0.651 1.193
N 0.587 1.399 2.365
O -0.328 2.068 2.849
O 1.715 1.319 2.853
C -0.504 1.207 0.122
O -0.952 2.325 0.161
C -0.894 0.399 -1.072
O -1.698 0.970 -2.048
C -0.370 -0.819 -1.235
N -0.694 -1.569 -2.365
O -0.008 -1.382 -3.371
O -1.601 -2.355 -2.246
H 2.082 -0.428 2.463
H -1.961 1.881 -1.789
*
```

Computed properties:
frontier orbital gap: 7.989 eV
SMILES: O=C1C(O)=C([N+](=O)[O-])C(=O)C(O)=C1[N+](=O)[O-]
max |F|: 5.01 eV Å⁻¹
relative energy (zero: lowest compared OMol25 entry of this formula, charge and spin): 0.0 kJ/mol

[9]
This record from OMol25 describes a structure of composition C6H2O4Tl at a distorted geometry. The level of theory is the ωB97M-V functional and the def2-TZVPD basis.

ORCA input file:
```
! wB97M-V def2-TZVPD RIJCOSX def2/J DEFGRID3
* xyz 1 1
Tl 5.147 2.542 9.823
C 3.240 2.122 6.105
C 2.825 2.320 4.907
C 5.416 2.306 3.174
O 4.875 2.230 2.160
C 6.063 2.037 4.231
C 6.200 2.160 5.536
C 4.945 2.025 6.480
O 5.102 1.838 7.565
O 7.196 2.558 6.154
O 2.063 2.093 4.068
H 2.356 1.689 6.713
H 7.053 2.449 3.816
*
```

Computed properties:
frontier orbital gap: 8.534 eV
max |F|: 10.97 eV Å⁻¹
relative energy (zero: lowest compared OMol25 entry of this formula, charge and spin): 133.8 kJ/mol

[10]
This record from OMol25 describes a cluster of 10 separate species, C6H30O9 in total at a distorted geometry. The level of theory is the ωB97M-V functional and the def2-TZVPD basis.

ORCA input file:
```
! wB97M-V def2-TZVPD RIJCOSX def2/J DEFGRID3
* xyz 0 1
C 1.002 3.039 -1.962
C 1.791 2.582 -1.004
C 2.011 3.401 0.219
C 2.272 1.224 -1.124
C 2.993 0.665 0.107
C 3.179 -0.785 -0.092
H 0.498 4.045 -1.860
H 0.789 2.466 -2.865
H 1.428 4.419 0.161
H 1.528 2.750 1.002
H 3.079 3.518 0.352
H 2.939 1.261 -2.050
H 1.288 0.686 -1.399
H 2.304 0.830 1.117
H 3.699 1.356 0.565
H 3.421 -0.891 -1.097
H 2.101 -1.206 -0.081
H 3.829 -1.281 0.616
O -3.179 -0.742 -1.765
H -3.437 -1.661 -1.682
H -2.304 -0.776 -2.150
O 0.850 -2.445 -2.269
H 0.554 -3.212 -1.984
H 1.541 -2.809 -2.866
O -0.869 1.785 1.956
H -0.567 2.438 2.429
H -1.271 0.947 2.272
O -2.220 1.694 -1.398
H -3.028 1.055 -1.575
H -1.829 1.181 -0.678
O -0.375 -2.583 3.306
H -0.710 -1.797 2.929
H -1.211 -3.037 3.296
O -0.993 -1.556 -0.753
H -0.887 -1.477 -1.673
H -0.194 -1.817 -0.187
O -2.117 -0.061 3.055
H -2.552 -0.052 3.875
H -2.617 -0.451 2.276
O -0.977 -4.148 0.582
H -1.281 -3.362 0.090
H -0.229 -3.856 1.126
O -3.352 -0.620 0.693
H -4.142 -0.202 0.619
H -2.753 -0.513 -0.125
*
```

Computed properties:
frontier orbital gap: 8.199 eV
SMILES: C=C(C)CCC.O.O.O.O.O.O.O.O.O
max |F|: 8.28 eV Å⁻¹
relative energy (zero: lowest compared OMol25 entry of this formula, charge and spin): 556.0 kJ/mol

[11]
This record from OMol25 describes a cluster of 8 separate species, C6H31N2O7 in total at a distorted geometry. The level of theory is the ωB97M-V functional and the def2-TZVPD basis.

ORCA input file:
```
! wB97M-V def2-TZVPD RIJCOSX def2/J DEFGRID3
* xyz 2 2
N -0.136 1.151 -0.814
C 0.868 0.061 -0.452
C 0.978 -1.016 -1.562
C 0.278 -0.685 -2.868
C 2.269 0.670 -0.146
N 2.614 1.420 1.043
C 1.507 1.916 1.832
C 3.739 0.977 1.892
H -1.001 0.711 -1.186
H -0.418 1.671 0.010
H 0.231 1.855 -1.495
H 0.328 -0.284 0.424
H 0.469 -1.851 -1.091
H 1.987 -1.389 -1.713
H -0.697 -0.213 -2.959
H 0.954 -0.045 -3.447
H 0.145 -1.577 -3.475
H 2.446 1.393 -0.963
H 2.966 -0.134 -0.361
H 0.845 1.128 2.221
H 0.840 2.519 1.229
H 1.857 2.458 2.700
H 3.360 0.887 2.910
H 4.559 1.684 1.802
H 4.036 -0.046 1.682
H -0.226 3.964 -2.792
H 0.857 4.140 -1.753
O 0.120 3.564 -1.985
H -3.707 -3.456 0.776
H -4.366 -2.739 1.949
O -4.187 -2.653 1.008
H -3.581 0.530 -1.688
H -2.639 -0.480 -2.083
O -2.661 0.520 -1.984
H -3.829 -2.093 -0.983
H -2.370 -2.108 -0.818
O -3.023 -2.035 -1.525
H 1.883 -0.928 2.064
H 1.088 -1.632 3.166
O 1.284 -1.661 2.219
H -2.207 0.456 2.128
H -3.207 1.308 1.256
O -2.284 1.069 1.392
H -0.469 -3.733 1.243
H -0.447 -2.304 1.753
O -1.053 -2.992 1.443
*
```

Computed properties:
frontier orbital gap (spin up / spin down): 10.472 / 5.685 eV
<S²>: 0.75
max |F|: 3.31 eV Å⁻¹
relative energy (zero: lowest compared OMol25 entry of this formula, charge and spin): 37.4 kJ/mol

[12]
This record from OMol25 describes a cluster of 9 separate species, C6H31N2O8 in total at a distorted geometry. The level of theory is the ωB97M-V functional and the def2-TZVPD basis.

ORCA input file:
```
! wB97M-V def2-TZVPD RIJCOSX def2/J DEFGRID3
* xyz 0 2
C 1.718 0.114 1.350
C 0.617 0.842 0.543
C -0.738 0.081 0.742
C -1.907 0.350 -0.183
C -2.553 1.517 -0.293
N -3.442 1.821 -1.317
C -2.219 -0.898 -0.980
N 1.115 0.607 -0.878
H 2.682 -0.164 0.926
H 1.216 -0.736 1.862
H 2.084 0.653 2.237
H 0.586 1.876 0.811
H -0.403 -0.959 0.785
H -0.994 0.264 1.803
H -2.479 2.335 0.429
H -4.171 2.497 -1.229
H -3.447 1.182 -2.103
H -2.275 -1.863 -0.446
H -3.216 -0.882 -1.335
H -1.425 -1.007 -1.700
H 0.831 1.272 -1.611
H 0.798 -0.307 -1.214
H 2.146 0.528 -0.921
H 3.575 2.230 -0.178
H 3.756 3.257 0.847
O 3.061 2.659 0.528
H 0.324 -3.049 -1.432
H 0.533 -2.803 0.092
O 0.689 -2.421 -0.793
H -2.145 -1.279 3.302
H -2.741 -1.381 1.887
O -2.242 -1.874 2.549
H -1.187 1.010 4.607
H -0.478 -0.177 5.007
O -0.945 0.154 4.221
H 1.601 3.278 -2.741
H 2.205 1.990 -3.343
O 1.980 2.418 -2.494
H 4.085 -1.740 -2.387
H 2.712 -2.197 -1.656
O 3.160 -1.530 -2.188
H -1.345 0.549 -4.052
H -0.903 0.289 -2.546
O -0.612 0.513 -3.431
H -0.557 -2.551 2.311
H 0.565 -3.688 2.440
O 0.382 -2.783 2.175
*
```

Computed properties:
frontier orbital gap (spin up / spin down): 2.082 / 8.274 eV
<S²>: 0.75
max |F|: 3.05 eV Å⁻¹